Run i
24
Properties=species:S:1:pos:R:3 method="wB97M-V/def2-TZVPD" gap_ev=9.16 charge=+1 homo_ev=-12.49 lumo_energy_ev=-3.33 smiles=Cc1nc[nH]c1C(C)(C)[NH3+]
C -1.21149 -2.79701 1.17499
C 0.04800 -1.07478 1.64999
C -0.41140 -0.96777 0.31848
C 0.79020 -0.07913 2.42882
C -1.01446 0.04034 -2.02378
C 1.30585 0.40532 -1.18858
C -0.18043 0.14111 -0.73295
N -0.56360 -2.22738 2.12827
N -1.19641 -2.08647 0.02900
N -0.62367 1.37171 -0.05714
H -1.72496 -3.69867 1.39453
H 0.72206 0.90687 1.99229
H 0.40632 -0.04109 3.55909
H 1.82171 -0.41502 2.46736
H -0.74808 0.95550 -2.67229
H -0.54334 -0.80861 -2.66107
H -2.04528 -0.06183 -1.99316
H 1.87608 -0.49311 -1.05377
H 1.34297 0.82758 -2.13539
H 1.77553 1.01282 -0.47892
H -1.53585 -2.19763 -0.90033
H 0.17762 1.49831 0.62356
H -1.40429 1.25272 0.61188
H -0.87752 2.10270 -0.71721

***

Run ii
24
Properties=species:S:1:pos:R:3 method="wB97M-V/def2-TZVPD" gap_ev=11.35 charge=+1 homo_ev=-14.73 lumo_energy_ev=-3.39 smiles=Cc1nc(C(C)C)[n+](C)[nH]1
C -1.86347 0.45556 -0.17593
C 0.26715 -0.16015 0.12334
C -3.09904 1.14869 -0.67313
C 1.98996 1.33336 0.84809
C 2.05778 0.43880 -1.51442
C -0.12152 -2.40130 1.13871
C 1.76038 0.05255 -0.00366
N -0.73541 0.99914 -0.28909
N -1.82906 -0.88442 0.27014
N -0.50427 -1.17580 0.44833
H -2.89896 1.65403 -1.58111
H -3.89578 0.48306 -0.93472
H -3.52020 1.82518 -0.01689
H 2.91149 1.71565 0.53731
H 2.06818 1.15033 1.94828
H 1.14395 2.09540 0.63384
H 2.20941 -0.44592 -2.16524
H 3.01831 0.77730 -1.51980
H 1.26082 1.12296 -1.81232
H 0.03256 -2.18549 2.12363
H -0.86209 -3.17002 0.79646
H 0.71285 -2.75551 0.65447
H 2.37942 -0.69785 0.28899
H -2.48247 -1.37555 0.87471

***

Run iii
24
Properties=species:S:1:pos:R:3 method="wB97M-V/def2-TZVPD" gap_ev=9.83 charge=+1 homo_ev=-13.94 lumo_energy_ev=-4.11 smiles=C[n+]1ccnn1C(C)(C)C
C -2.29156 -1.53892 0.03340
C -2.59872 -0.11232 0.16184
C 1.37282 0.25876 1.51708
C 1.48906 0.76796 -0.88770
C 1.64239 -1.68905 -0.38937
C -1.38878 2.03000 -0.18547
C 1.03707 -0.31953 0.10776
N -1.03762 -1.66884 -0.05864
N -0.33493 -0.63724 -0.13761
N -1.55781 0.59913 -0.01110
H -2.86674 -2.44425 0.02021
H -3.65427 0.10346 0.30551
H 2.49058 0.46586 1.46731
H 0.97151 1.16079 1.55932
H 0.94779 -0.46396 2.22304
H 1.32997 1.71966 -0.46729
H 2.40845 0.56778 -1.24142
H 0.92472 0.69915 -1.86840
H 2.74111 -1.85236 -0.29694
H 1.32824 -2.45545 0.29731
H 1.37174 -1.96015 -1.36656
H -1.24384 2.40723 0.72128
H -0.66029 2.07838 -0.97731
H -2.42088 2.28392 -0.52621

***

Quick one: least stable of them? run iii

***

Run i
93
Properties=species:S:1:pos:R:3 method="wB97M-V/def2-TZVPD" gap_ev=5.71 charge=-1 homo_ev=-6.01 lumo_energy_ev=-0.29
C -0.68444 -2.43911 1.22404
C 0.12556 -1.32911 1.81304
O 1.00156 -1.50411 2.63104
N -0.16844 0.10689 1.22004
H 0.11856 0.30189 0.21504
H -1.25644 0.11189 1.09904
C 0.37356 1.21289 1.98004
H -1.03944 -2.26011 0.17204
H -1.45644 -2.76111 1.80904
H -0.11144 -3.39311 1.20804
H -0.08644 1.05189 2.86004
H -0.10144 2.17889 1.47204
H 1.38656 1.38489 2.05204
N 2.13756 -0.25411 -1.06996
O 1.97556 0.95189 -0.71096
O 2.91656 -0.96711 -0.44896
O 1.05656 -0.79411 -1.31696
N -2.97144 -0.34111 3.44904
O -1.89844 -0.69211 3.97704
O -3.41344 -1.13211 2.54004
O -3.39244 0.84989 3.39004
C -0.41244 -2.00511 -4.64396
C -0.07444 -3.31911 -3.92696
C 1.36556 -3.80411 -4.29696
O -0.13544 -3.11411 -2.48996
H -0.27144 -1.25311 -3.78296
H -1.42344 -2.13411 -4.99196
H 0.30656 -2.17811 -5.47896
H -0.69044 -4.02411 -4.26396
H 1.56956 -3.81411 -5.36996
H 1.51256 -4.77911 -3.73296
H 2.05956 -3.13911 -3.97696
H 0.30956 -2.34211 -2.35896
C 1.63056 4.64389 -0.19496
C 0.50656 5.43889 -0.93496
C -0.33744 6.19789 0.00704
O 0.94856 6.40389 -1.90596
H 2.15256 3.90489 -1.02396
H 1.29456 3.87489 0.57104
H 2.57556 5.28889 0.14704
H -0.28744 4.79589 -1.45196
H 0.17656 6.79589 0.72504
H -0.73044 5.48789 0.63104
H -1.24344 6.79289 -0.26396
H 0.20556 6.71289 -2.24896
C 2.17856 -5.14611 1.22804
C 3.10956 -3.95811 1.03104
C 4.46456 -4.01611 1.64704
O 3.30256 -3.74811 -0.39796
H 1.22056 -4.98511 0.87404
H 1.94256 -5.34111 2.26104
H 2.67656 -5.85611 0.80204
H 2.39056 -3.33011 1.42904
H 5.15156 -4.65511 1.15904
H 4.42256 -4.04411 2.71904
H 4.96856 -3.06311 1.61204
H 3.37756 -2.82711 -0.48696
C -3.21544 3.08789 0.62604
C -3.22444 1.96489 -0.38596
C -2.54344 2.25189 -1.61696
O -2.64944 0.81289 0.26604
H -3.99144 3.71989 0.22904
H -2.31744 3.53089 1.02204
H -3.85244 2.87789 1.49704
H -4.17544 1.62189 -0.62096
H -2.93144 1.82789 -2.26696
H -1.49544 1.85889 -1.45396
H -2.41844 3.25689 -1.88996
H -3.39944 0.47989 0.63504
C -5.44544 -1.23011 -0.65496
C -6.18544 -0.33811 -1.59496
C -5.71544 -0.31911 -2.99896
O -6.31744 0.29089 -3.89496
C -4.52544 -1.00011 -3.26396
C -3.75344 -1.79711 -2.36396
C -4.21944 -2.03711 -0.99896
O -3.53444 -2.63811 -0.25296
H -5.76544 -1.18011 0.51604
H -7.23444 0.12189 -1.39696
H -4.21044 -0.79311 -4.06796
H -2.80444 -2.39411 -2.82096
C 4.25856 2.70889 3.87204
C 4.21456 1.40789 4.82004
C 4.16856 0.01189 4.18004
O 4.29656 -0.98811 4.81504
C 4.07556 0.03589 2.66304
C 4.32456 1.26389 1.89504
C 4.56656 2.56289 2.48304
O 4.66756 3.59589 1.71404
H 4.18556 3.77889 4.49604
H 4.29856 1.62589 5.84504
H 4.02756 -0.89811 1.99904
H 4.11656 1.17089 0.78604

***

Run ii
93
Properties=species:S:1:pos:R:3 method="wB97M-V/def2-TZVPD" gap_ev=5.49 charge=-1 homo_ev=-6.06 lumo_energy_ev=-0.56
C -0.53228 -0.02260 2.57643
C -0.71277 -0.98275 1.36790
O -1.85214 -1.24287 0.88288
N 0.67866 -1.43826 0.75689
H 0.88332 -0.97916 -0.14934
H 1.64188 -1.31161 1.39741
C 0.67377 -2.88366 0.35526
H -1.19457 0.75879 2.81794
H 0.53141 0.56801 2.55861
H -0.48301 -0.87620 3.21357
H 1.66699 -3.16919 0.10101
H 0.07131 -2.92497 -0.39422
H 0.45007 -3.54335 1.22271
N 3.31063 -0.85469 3.36555
O 4.35520 -0.18636 3.60661
O 2.68551 -1.34084 4.39282
O 2.80973 -0.75186 2.23803
N 1.48610 1.27000 -1.24080
O 2.71198 1.27098 -1.37554
O 1.06922 1.80888 -0.15799
O 0.89645 0.12706 -1.49772
C 4.36239 -1.43538 -3.13299
C 3.38258 -2.50928 -2.68753
C 4.07692 -3.81796 -2.27600
O 2.89365 -1.90930 -1.57926
H 5.07487 -1.85569 -4.00312
H 5.10138 -0.88784 -2.41638
H 3.82211 -0.65873 -3.76715
H 2.67959 -2.55996 -3.45845
H 3.13756 -4.68421 -2.21819
H 4.43141 -3.83857 -1.25639
H 4.76624 -4.25450 -3.12348
H 2.28015 -1.23666 -1.83003
C -0.67132 4.70269 -0.18603
C 0.72493 4.91401 0.47670
C 0.74957 6.42435 0.91387
O 0.92905 4.01301 1.50959
H -0.78031 5.32274 -1.09539
H -1.52488 4.95165 0.48546
H -1.02722 3.63328 -0.34507
H 1.24725 4.68900 -0.38307
H 0.75966 7.13008 0.06918
H 1.69188 6.32992 1.61935
H -0.07298 6.65651 1.28788
H 0.70233 3.18828 1.26815
C 0.27792 4.65072 5.60073
C 0.49321 3.36828 4.93060
C 1.89532 2.91701 4.77958
O -0.14559 2.37677 5.65772
H -0.69802 4.88773 5.28400
H 0.88587 5.28371 5.09683
H 0.46108 4.79483 6.63556
H -0.09130 3.14734 4.09307
H 2.49433 2.68454 5.80923
H 2.60717 3.42814 4.20826
H 1.98095 1.98420 4.29599
H 0.40432 1.66000 6.09602
C -4.04229 -3.35759 -3.98728
C -3.13048 -2.22224 -3.96635
C -2.47982 -2.06656 -2.57620
O -2.09257 -2.33953 -4.83198
H -4.67798 -3.40415 -3.26499
H -3.53957 -4.15732 -3.99118
H -4.79304 -3.53409 -4.75511
H -3.73894 -1.34724 -4.17252
H -3.20069 -1.66960 -1.83071
H -1.47029 -1.36913 -2.62739
H -2.06752 -3.01151 -2.41705
H -1.75166 -1.41415 -5.20733
C -3.29977 4.26203 3.74205
C -2.72932 3.31334 2.64195
C -3.59035 2.84579 1.53976
O -3.19252 2.13431 0.55245
C -5.01629 3.35759 1.50496
C -5.51529 4.24397 2.58452
C -4.83420 4.60253 3.79768
O -5.29344 5.08448 4.82865
H -2.72334 4.64044 4.65453
H -1.71498 3.12851 2.71287
H -5.61614 2.96011 0.71099
H -6.59316 4.60691 2.47468
C 0.20306 -4.77696 -3.47240
C -0.82903 -5.94307 -3.52122
C -0.43850 -7.18868 -4.26639
O -1.08624 -8.20557 -4.23737
C 1.00209 -7.26934 -4.81767
C 1.90926 -6.02206 -4.96727
C 1.44279 -4.84214 -4.20419
O 2.03906 -3.79315 -4.24194
H -0.06998 -3.83085 -2.89088
H -1.75155 -5.85589 -3.23107
H 1.41629 -8.21274 -4.99661
H 2.81685 -6.13250 -5.66726

***

Quick one: least stable of them? run ii

***

Run i
13
Properties=species:S:1:pos:R:3 method="wB97M-V/def2-TZVPD" gap_ev=9.97 homo_ev=-9.27 lumo_energy_ev=0.70
C 0.94669 -0.81958 0.27436
C -1.17137 0.75052 -0.41173
C 0.19181 1.10109 -0.91187
H 1.60285 -2.25543 1.18795
H -0.15658 -1.38102 1.86996
H -1.69115 0.03680 -1.13336
H -1.73027 1.67449 -0.12963
H 0.07774 1.71579 -1.81376
H 0.66311 1.93997 -0.15011
N 1.95161 -1.56070 0.47237
N -0.38807 -1.10266 0.83537
O -1.14235 0.08177 0.88251
O 0.84599 -0.18104 -0.97204

***

Run ii
13
Properties=species:S:1:pos:R:3 method="wB97M-V/def2-TZVPD" gap_ev=10.53 homo_ev=-9.95 lumo_energy_ev=0.59 smiles="NC(=O)CNC=O"
C -1.08914 1.62117 -1.19745
N -0.75195 0.96812 -0.05133
C -0.48927 -0.46509 -0.12348
C 0.44915 -0.79824 1.04376
N 1.73480 -1.12832 0.60116
O 0.07540 -0.60030 2.16405
O -1.03472 2.80068 -1.41698
H -1.37628 0.88554 -1.97348
H -0.30212 1.51968 0.65635
H -0.11616 -0.77448 -1.09672
H -1.42266 -1.02715 0.02145
H 2.49787 -0.98728 1.25751
H 1.82507 -2.01433 0.11516

***

Quick one: least stable of them? run i

***

Run i
13
Properties=species:S:1:pos:R:3 method="wB97M-V/def2-TZVPD" gap_ev=10.26 homo_ev=-9.31 lumo_energy_ev=0.95 smiles="[H]/N=C/O[C@@]1(N)CO1"
N -2.04771 -0.11196 -0.11100
C -0.69252 -0.10028 0.03729
O -0.14927 0.94834 -0.63799
C 0.03092 -1.25750 0.49946
O 0.20425 -0.22086 1.42807
C 1.17685 1.17834 -0.31392
N 2.04978 0.73107 -1.09626
H -2.55002 0.70019 -0.43564
H -2.56325 -0.96630 0.01111
H 0.88248 -1.62585 -0.07441
H -0.61277 -2.05620 0.88088
H 1.29526 1.77676 0.58961
H 2.97600 1.00425 -0.77720

***

Run ii
13
Properties=species:S:1:pos:R:3 method="wB97M-V/def2-TZVPD" gap_ev=9.28 homo_ev=-8.37 lumo_energy_ev=0.91 smiles="COC1=NNOC1"
C -1.26346 -0.85716 -0.04454
C 0.07639 -0.11079 0.37145
C 2.21723 0.09727 -0.65117
N -1.68009 1.15301 0.72129
N -0.38081 1.01525 0.76115
O -2.20972 0.21285 -0.07120
O 1.41376 -0.51875 0.49811
H -1.29763 -1.24171 -1.07375
H -1.48058 -1.64701 0.59454
H 1.99838 1.21184 -0.52494
H 1.62772 -0.28143 -1.52486
H 3.23566 -0.13573 -0.63089
H -2.25685 1.10236 1.57480

***

Quick one: least stable of them? run ii